[1]
# C40H51GeN5O4PdSi2

C40H51GeN5O4PdSi2 as an isolated structure in a non-equilibrium geometry (ωB97M-V/def2-TZVPD, the Open Molecules 2025 dataset).

Geometry as XYZ:
```
104
Properties=species:S:1:pos:R:3:forces:R:3
Pd -0.348454 -0.303475 0.522561 -1.2 0.0 -0.5
C -4.422879 1.032177 1.351716 0.4 -0.2 0.0
Si -2.618725 0.279201 1.239151 0.0 0.1 0.2
C -3.162437 -1.569791 1.488757 0.3 0.3 -0.3
C -1.952871 1.055920 2.889227 -0.1 -0.3 -0.5
C -2.064045 1.016072 -0.434575 -0.3 -1.0 -0.2
C -1.291377 2.203412 -0.408618 -0.4 0.1 -0.1
C -1.552213 3.286156 -1.294661 0.1 0.1 -0.1
C -0.792000 4.423491 -1.249797 0.1 0.1 0.0
C 0.239206 4.513328 -0.314551 0.2 0.2 0.0
C 0.420621 3.428970 0.534975 0.1 0.4 -0.1
N -0.303284 2.331788 0.515812 0.1 0.2 0.3
Si -2.898125 0.517427 -2.006420 -0.1 0.3 0.2
C -3.513466 -1.297618 -1.970118 0.3 0.4 0.1
C -4.536860 1.438032 -2.511607 0.5 -0.2 0.1
C -1.742029 0.766039 -3.530898 -0.3 -0.2 0.4
H -4.880800 0.863818 2.323461 -0.1 -0.1 0.4
H -5.068998 0.582834 0.605193 -0.2 -0.2 -0.3
H -4.407513 2.101576 1.167850 0.1 0.3 -0.1
H -3.505211 -1.741077 2.508203 -0.2 0.1 0.2
H -2.359037 -2.264541 1.266506 0.1 -0.1 0.0
H -4.000062 -1.784752 0.835245 -0.3 -0.1 -0.2
H -2.446686 0.654429 3.772746 -0.2 -0.1 0.1
H -2.139980 2.123800 2.855989 0.0 0.3 0.0
H -0.882465 0.910081 2.974128 0.1 0.0 0.1
H -2.377929 3.199941 -1.983632 -0.1 0.1 -0.1
H -0.997490 5.254240 -1.922798 0.0 -0.1 0.0
H 0.871964 5.389655 -0.243040 0.0 0.0 0.0
H 1.217502 3.466087 1.272708 0.0 0.0 0.0
H -4.550005 -1.345629 -1.654341 -0.3 0.1 0.1
H -2.935556 -1.875800 -1.262173 0.2 -0.2 0.2
H -3.450827 -1.787404 -2.937344 0.0 -0.1 -0.3
H -5.272948 1.374907 -1.715641 -0.1 -0.1 0.2
H -4.979329 0.990941 -3.399440 0.0 -0.2 -0.2
H -4.383418 2.492380 -2.723258 0.1 0.2 0.0
H -0.750933 0.382504 -3.305229 0.3 -0.1 0.1
H -1.619845 1.820614 -3.760343 0.0 0.2 0.0
H -2.107335 0.283327 -4.436479 -0.2 -0.1 -0.2
N -1.082076 -2.513030 -4.776238 0.4 0.0 0.1
C 0.120345 -3.112768 -4.463817 -0.6 -0.2 -1.5
O 0.713088 -3.767015 -5.325513 -0.1 0.3 0.6
C 0.590142 -2.971584 -3.086700 0.9 0.0 1.2
C 1.847803 -3.512666 -2.752438 -0.7 0.4 -0.3
C 2.280564 -3.409313 -1.451037 0.1 -0.1 0.1
C 1.430395 -2.860246 -0.497184 -0.2 0.0 -0.3
N 0.240827 -2.325917 -0.793424 0.4 -0.4 0.3
C -0.130925 -2.340583 -2.061138 0.1 -0.4 -0.7
H -1.278141 -2.443447 -5.764168 0.1 -0.1 0.2
H -1.380715 -1.734227 -4.213044 -0.1 0.1 0.0
H 2.435149 -3.984465 -3.527377 0.0 0.0 0.0
H 3.247851 -3.795118 -1.155428 0.0 0.0 0.1
H 1.715270 -2.860872 0.540960 0.0 0.1 0.0
H -1.074942 -1.858245 -2.260751 -0.1 0.0 0.0
N -1.465728 -1.942293 4.488183 -0.1 0.0 0.0
C -0.409234 -1.553081 3.673276 0.0 -0.4 0.8
N 0.616352 -0.934983 4.344412 0.1 0.1 -0.2
O -0.351317 -1.886816 2.511875 0.0 -0.2 -0.1
H -1.663774 -1.369144 5.294142 0.0 0.0 -0.1
H -2.281929 -2.196093 3.950252 0.1 0.1 0.0
H 0.405559 -0.369527 5.148983 0.0 0.1 -0.1
H 1.340514 -0.574629 3.736721 -0.2 0.1 0.2
O 1.720198 0.208317 -0.855505 -0.1 0.0 -0.5
C 2.528458 0.017485 0.039063 0.7 0.3 -0.6
O 2.244184 -0.198818 1.259974 0.5 -0.3 0.9
C 4.024240 -0.010631 -0.322413 -0.3 0.0 0.1
C 4.923739 0.279121 0.860777 0.0 -0.2 0.6
Ge 4.005226 -0.198172 2.591027 0.6 0.3 -0.3
C 5.545500 -0.193076 4.009623 -0.3 0.0 -0.5
C 6.911355 -0.030636 3.817955 -0.1 0.0 -0.3
C 7.810733 -0.118667 4.870187 0.3 0.0 0.1
C 7.353605 -0.368058 6.151337 0.2 0.0 0.2
C 5.994307 -0.521209 6.374272 -0.1 0.0 0.2
C 5.117267 -0.435400 5.312343 -0.2 0.0 0.0
C 3.132286 1.444926 3.414153 0.2 -0.7 -0.3
C 3.947307 2.323743 4.120068 0.3 -0.1 0.0
C 3.455664 3.497939 4.660170 0.1 0.2 0.1
C 2.118487 3.823707 4.505751 0.0 0.1 0.1
C 1.298887 2.974153 3.783798 -0.2 0.1 0.1
C 1.805776 1.808888 3.228051 -0.2 0.0 -0.2
C 3.675384 -2.175203 2.897125 0.0 0.8 -0.1
C 2.436424 -2.753636 2.690573 0.0 0.1 0.0
C 2.221659 -4.105406 2.898086 -0.1 -0.1 0.0
C 3.264056 -4.919041 3.297790 0.0 -0.2 0.1
C 4.518207 -4.361080 3.491406 0.2 -0.2 0.0
C 4.717041 -3.005287 3.290604 0.3 0.1 0.1
H 4.175986 0.690980 -1.144667 0.0 -0.1 0.0
H 4.203828 -1.018138 -0.703881 0.0 -0.1 -0.1
H 5.142470 1.347851 0.905756 0.1 0.0 0.2
H 5.875587 -0.249451 0.774157 0.1 0.0 0.1
H 7.290163 0.170065 2.822634 0.0 0.0 -0.1
H 8.874674 0.008692 4.693779 0.0 0.0 0.0
H 8.050274 -0.442415 6.977298 0.0 0.0 0.0
H 5.621014 -0.707558 7.375221 0.0 0.0 0.0
H 4.053167 -0.558409 5.483535 -0.1 0.0 0.1
H 4.996631 2.089456 4.231048 0.0 0.1 0.1
H 4.120572 4.161092 5.202936 0.0 0.0 0.0
H 1.728912 4.743517 4.927863 0.0 0.0 0.0
H 0.259249 3.224971 3.627180 -0.1 0.0 -0.1
H 1.168740 1.223615 2.574916 -0.1 0.0 0.0
H 1.628398 -2.135782 2.343748 -0.1 -0.1 0.0
H 1.234845 -4.512165 2.731482 -0.1 0.0 0.0
H 3.107421 -5.980119 3.458529 0.0 0.0 0.0
H 5.346058 -4.988150 3.805606 0.0 0.0 0.0
H 5.701122 -2.586198 3.446309 0.1 0.0 0.1
```
Positions in Å, forces in eV/Å.

The total energy comes out at -133702.56806 eV. The total charge is -2. Its LUMO energy is 0.15323 Eh. The calculation puts the orbital gap at 3.9 eV.



[2]
# C40H51IrN4O4PS2Te

C40H51IrN4O4PS2Te as an isolated structure in a non-equilibrium geometry (ωB97M-V/def2-TZVPD, the Open Molecules 2025 dataset).

Geometry as XYZ:
```
104
Properties=species:S:1:pos:R:3:forces:R:3
Ir 11.083962 14.552422 10.304401 -0.6 -0.1 -1.0
C 9.824384 15.026595 13.610839 0.0 0.6 1.4
C 9.603700 16.139837 12.647374 0.1 0.2 -0.4
N 10.158922 16.288264 11.435350 -1.7 -0.2 2.4
C 9.770007 17.510531 10.930938 1.1 0.1 -0.9
C 8.984556 18.284957 11.719199 0.0 0.0 -0.6
S 8.628666 17.469019 13.154148 0.4 -0.6 0.0
C 10.406109 17.850802 9.651033 0.2 -0.4 0.3
C 10.649403 19.089987 9.167929 -0.6 0.8 0.6
S 11.461194 18.978468 7.681405 0.5 0.0 -0.2
C 11.567511 17.274805 7.853505 -0.1 -1.3 0.2
N 10.957975 16.806834 8.922477 0.0 1.0 -0.4
C 12.254158 16.329898 6.872847 -0.1 0.7 0.6
H 10.806319 14.644262 13.473487 1.1 -0.2 0.0
H 9.182923 14.174091 13.518474 -0.8 -0.3 -0.4
H 9.741031 15.364643 14.688672 0.1 -0.2 -1.3
H 8.594624 19.260846 11.485222 0.0 0.0 0.0
H 10.406773 20.044101 9.671687 0.2 -0.7 -0.6
H 12.056411 15.293247 7.225947 0.1 0.8 -0.6
H 13.350858 16.509796 6.894393 -0.6 -0.2 -0.1
H 11.858824 16.574557 5.877864 0.3 -0.5 0.1
O 16.546723 8.529638 12.758287 0.1 -0.6 -1.5
N 16.648591 9.266439 13.654320 -0.6 0.0 2.8
O 16.358992 9.134781 14.828141 0.5 0.6 -1.4
C 11.301687 10.692925 11.965131 0.4 -1.1 0.2
Te 12.269187 12.607810 11.908708 0.1 -0.4 0.0
C 13.681281 11.649593 10.593172 0.5 0.1 -0.2
C 13.225333 10.218521 10.361378 -1.1 1.5 1.6
C 14.014381 9.360129 9.674408 1.0 -1.1 -1.1
C 13.688858 8.015130 9.619950 -0.3 0.1 0.0
C 12.598606 7.518906 10.286583 -1.6 -0.7 0.4
C 11.782523 8.388077 10.980170 -0.4 1.3 0.8
C 12.069905 9.764657 11.007226 0.0 -0.3 0.4
H 10.228914 10.762215 11.797529 0.0 0.1 -0.4
H 11.403046 10.203342 12.955057 0.0 0.7 -0.3
H 14.685051 11.669304 11.102096 -1.0 0.1 -0.7
H 13.678851 12.189454 9.635167 0.4 0.1 0.5
H 14.904255 9.710938 9.154639 -0.1 0.0 0.2
H 14.242531 7.312752 9.071372 1.0 -0.5 -0.7
H 12.239346 6.472168 10.266439 0.9 0.6 -0.1
H 10.964383 8.055037 11.630450 0.2 -0.2 -0.6
C 17.096081 11.558215 4.648308 -2.6 1.5 0.7
C 17.150940 12.216982 6.028653 2.3 0.2 0.5
C 18.196394 11.823776 6.884768 0.8 -0.8 -0.5
C 18.430566 12.443907 8.112373 -0.3 -0.2 0.9
C 17.550905 13.417552 8.607751 0.2 -1.6 -3.6
C 16.543779 13.842265 7.710777 0.2 0.0 1.8
N 15.588850 14.750537 8.196898 1.5 1.7 0.3
C 15.852480 15.850309 9.043200 -1.3 -1.6 -1.1
C 17.037464 16.565656 8.874748 0.4 0.2 0.5
C 17.305155 17.621089 9.730241 0.7 -0.3 0.3
C 16.380288 17.958657 10.717549 0.1 0.6 -0.7
C 15.154966 17.343429 10.758597 -1.0 -0.5 1.6
C 14.848763 16.211865 9.981873 1.6 1.4 -0.4
C 13.552862 15.545832 10.133214 0.7 0.9 2.1
O 12.917333 15.695493 11.230544 0.3 -0.3 -0.9
O 13.085932 14.842016 9.213161 -1.0 -1.1 -0.7
C 16.340374 13.283333 6.463899 0.9 -1.7 -0.9
C 15.294863 13.733174 5.531311 0.1 0.9 -0.7
H 17.883295 10.897840 4.430414 1.0 -0.9 0.1
H 17.014827 12.264445 3.800851 0.1 -0.1 0.6
H 16.123943 11.037439 4.692324 0.4 -0.3 -0.6
H 18.886297 10.975058 6.572466 -0.9 1.3 0.4
H 19.238235 12.083049 8.771693 -0.4 0.2 -0.5
H 17.610728 13.708375 9.597517 0.1 1.0 1.7
H 14.670238 14.432800 8.201535 -1.7 -0.4 0.1
H 17.773307 16.248282 8.134107 -0.3 0.1 0.2
H 18.294874 18.115004 9.723157 -0.8 -0.2 -0.2
H 16.584992 18.781208 11.373985 0.1 0.2 0.3
H 14.448579 17.646805 11.569328 0.5 -0.3 -1.0
H 14.638746 14.366317 6.081215 -0.9 0.5 0.1
H 14.739994 12.921540 5.048610 0.2 0.2 0.1
H 15.776211 14.383725 4.767323 -0.5 -0.5 0.1
C 8.090729 12.526363 10.957967 -2.5 0.5 -0.6
C 8.353210 12.237282 9.463757 -0.7 0.6 0.1
C 6.936248 12.034365 8.752835 1.5 1.1 1.4
P 9.356398 13.649130 8.755555 0.7 -0.8 0.6
C 8.309501 15.008579 8.176262 -0.3 -0.1 0.6
C 7.361728 14.776853 7.053043 0.0 1.0 -0.9
C 7.490788 15.724688 9.263524 -0.1 -1.2 -0.8
C 10.162213 13.018068 7.221595 0.6 -1.5 -0.3
C 11.422601 12.121520 7.666799 -0.3 0.9 -1.9
C 9.352324 12.146164 6.184667 -1.1 -0.1 1.1
H 7.373870 11.760073 11.287491 0.3 -0.1 0.2
H 7.468545 13.470253 11.090377 1.1 -0.8 -0.1
H 8.925816 12.501368 11.618870 0.8 0.2 0.3
H 8.959813 11.300321 9.428432 -0.4 0.7 -0.4
H 6.240216 12.870002 8.936039 0.5 -0.1 0.0
H 6.496840 11.196822 9.243658 -0.4 -0.9 -0.1
H 7.081079 11.925062 7.706034 -0.2 -0.4 -0.8
H 9.098315 15.664546 7.865987 0.5 0.6 -0.2
H 6.493695 14.379815 7.494390 -1.4 -0.5 0.0
H 7.634168 14.207235 6.191929 0.5 -0.5 -0.2
H 7.147994 15.764474 6.652683 -0.4 0.2 -0.1
H 6.558213 15.185447 9.477729 0.4 0.0 0.2
H 7.216281 16.686781 8.917070 -0.4 1.1 -0.5
H 8.087705 15.867581 10.110636 0.5 0.1 1.6
H 10.476248 13.891208 6.632594 0.2 0.0 0.5
H 11.132051 11.297744 8.316356 0.0 0.3 0.4
H 12.285287 12.732407 8.033571 -0.8 -0.6 -0.1
H 11.718305 11.604912 6.722265 0.2 0.4 0.7
H 9.229012 11.103014 6.548611 0.3 0.5 -0.2
H 9.850963 12.139437 5.214879 0.1 -0.1 0.2
H 8.305246 12.488621 6.015487 0.9 -0.1 0.1
```
Positions in Å, forces in eV/Å.

The total energy comes out at -97539.81413 eV. The total charge is +1. Its LUMO energy (alpha / beta) is -0.07954 / -0.12906 Eh. The calculation puts the orbital gap (alpha / beta) at 7.2 / 5.9 eV. The spin multiplicity is 5.